Record 1
# C2H2IN2PS

An isolated molecule of C2H2IN2PS in a non-equilibrium geometry (ωB97M-V/def2-TZVPD, OMol25).

Charge: 0
Kohn-Sham gap (eV): 9.5012
Energy relative to the best compared isomer or geometry (same formula, charge and spin) (eV): 0.351
2S+1: 1

Atoms and positions in Å:
P: -1.43660 -1.56617 1.20814
C: -0.41669 -0.35309 0.07570
N: 0.24033 0.58643 0.64532
N: 1.11036 1.20446 -0.06917
C: 1.11224 0.82794 -1.31401
I: 2.60442 1.47943 -2.56890
S: 0.08414 -0.48988 -1.68764
H: -2.56429 -0.66126 1.51095
H: -0.73392 -1.02786 2.19961

Results of the Mulliken charge analysis, in e, for atoms 1 through 2: -0.09, 0.27

***

Record 2
# CH5N7

A cluster of 3 separate species, CH5N7 in total in a non-equilibrium geometry (ωB97M-V/def2-TZVPD, OMol25).

Charge: 0
Kohn-Sham gap (eV): 8.7044
Energy relative to the best compared isomer or geometry (same formula, charge and spin) (eV): 5.530
2S+1: 1

Atoms and positions in Å:
C: 0.52758 0.12004 -0.26110
H: 0.12372 2.97840 -1.09792
H: -0.55183 1.84208 -2.18326
H: 2.11516 -1.14986 -0.48487
H: -1.10696 1.82634 0.11192
H: -1.68505 0.36401 2.02787
N: -0.20966 1.92549 -1.10943
N: 1.08932 1.08334 -0.97935
N: 1.40791 -0.86724 0.35725
N: 0.48547 -1.99597 0.70819
N: -0.64067 -1.45704 0.70240
N: -0.62310 -0.25025 0.31458
N: -1.80363 0.62150 0.46248

Results of the Mulliken charge analysis, in e, for atoms 1 through 2: 0.34, 0.33

***

Record 3
# C50H56BiGe2N3OS5Se4

A structure of composition C50H56BiGe2N3OS5Se4 (ωB97M-V/def2-TZVPD, OMol25).

Charge: -2
Kohn-Sham gap (eV): 5.5716
Energy relative to the best compared isomer or geometry (same formula, charge and spin) (eV): 0.075
2S+1: 1

Atoms and positions in Å:
Bi: -0.32946 -0.06993 -0.19594
Se: 3.25030 0.04833 2.77749
Se: 1.68265 1.06031 4.14224
Se: 0.07515 2.10549 2.82455
Se: -1.55190 0.49737 2.30498
C: -6.25600 -1.93480 -0.47117
C: -5.95478 -0.59569 -1.09064
C: -5.54065 0.48026 -0.31709
C: -5.22035 1.70515 -0.88517
C: -4.85111 2.87298 -0.00604
C: -5.27487 1.84506 -2.27972
C: -5.76457 0.79592 -3.07261
C: -5.98800 0.92812 -4.56482
C: -6.08774 -0.41050 -2.45877
C: -4.86466 3.14194 -2.90590
C: -5.82432 4.14553 -3.00754
C: -5.52673 5.35768 -3.60689
C: -4.25678 5.57340 -4.11192
C: -3.27240 4.58633 -4.02652
C: -3.56278 3.35490 -3.41388
Ge: -2.16844 1.94891 -3.09319
S: -1.76371 2.02111 -0.95146
S: -2.64563 -0.02544 -4.03407
Ge: -0.38199 -0.15939 -4.25195
S: 0.45139 -1.24156 -2.59617
S: -0.20245 2.12186 -4.21649
C: 0.25192 -0.93965 -5.98878
C: 1.58121 -0.69059 -6.39434
C: 2.06978 -1.25305 -7.57085
C: 1.27159 -2.07135 -8.34983
C: -0.02786 -2.33347 -7.95400
C: -0.55153 -1.78551 -6.78100
C: -1.97782 -2.13446 -6.46911
C: -2.29981 -3.19096 -5.61084
C: -1.24970 -4.01791 -4.91338
C: -3.64642 -3.49170 -5.39194
C: -4.66425 -2.79157 -6.01400
C: -6.11281 -3.13798 -5.77675
C: -4.32256 -1.75747 -6.88131
C: -3.00019 -1.41602 -7.11221
C: -2.66633 -0.25552 -8.01474
C: 2.50325 0.15775 -5.57768
C: 2.58742 1.53412 -5.79405
C: 1.84333 2.21986 -6.91677
C: 3.38457 2.30315 -4.94630
C: 4.09630 1.73397 -3.90484
C: 4.88881 2.57332 -2.93903
C: 4.07089 0.34829 -3.76543
C: 3.31002 -0.45353 -4.59971
C: 3.36801 -1.95420 -4.46848
C: -1.94568 4.93311 -4.62819
C: -1.69580 4.68196 -5.97962
C: -2.65245 3.89181 -6.83665
C: -0.49252 5.11417 -6.53450
C: 0.47234 5.75490 -5.77441
C: 1.78640 6.18403 -6.37957
C: 0.21514 5.97122 -4.42416
C: -0.97950 5.57549 -3.83985
C: -1.22177 5.79038 -2.36625
H: -6.18207 -1.88938 0.61625
H: -5.53202 -2.67272 -0.82321
H: -7.26109 -2.27336 -0.73984
H: -5.44132 0.35753 0.75783
H: -4.72791 2.55210 1.02872
H: -5.62617 3.64671 -0.04686
H: -3.91318 3.32311 -0.32669
H: -5.71480 1.91397 -4.93699
H: -7.04319 0.75520 -4.80166
H: -5.39350 0.18946 -5.10529
H: -6.42855 -1.23835 -3.07678
H: -6.81834 3.95690 -2.61377
H: -6.28524 6.12925 -3.68652
H: -4.00978 6.51419 -4.59344
H: 3.09151 -1.03736 -7.86722
H: 1.66238 -2.50831 -9.26196
H: -0.66025 -2.98510 -8.54759
H: -0.28273 -3.95628 -5.41284
H: -1.55841 -5.06520 -4.86726
H: -1.10805 -3.66782 -3.88686
H: -3.89345 -4.29456 -4.70137
H: -6.21467 -3.86020 -4.96580
H: -6.56160 -3.56971 -6.67541
H: -6.68728 -2.24617 -5.51753
H: -5.11130 -1.18723 -7.36766
H: -3.57400 0.26951 -8.31862
H: -2.13988 -0.58809 -8.91291
H: -2.01079 0.45391 -7.50062
H: 1.36249 1.50464 -7.58347
H: 2.53212 2.83465 -7.50541
H: 1.07059 2.87273 -6.51214
H: 3.41931 3.38079 -5.09437
H: 4.80998 3.63445 -3.18014
H: 5.94560 2.29375 -2.95209
H: 4.51573 2.41979 -1.92376
H: 4.64228 -0.11419 -2.96446
H: 4.11867 -2.24472 -3.73211
H: 3.61175 -2.42142 -5.42686
H: 2.40597 -2.34925 -4.13590
H: -3.65087 3.84679 -6.40632
H: -2.28778 2.86220 -6.92410
H: -2.72036 4.31605 -7.84118
H: -0.29973 4.91226 -7.58593
H: 1.82481 5.94466 -7.44337
H: 2.62039 5.67529 -5.88809
H: 1.93972 7.26025 -6.26324
H: 0.97323 6.45141 -3.80875
H: -0.38593 6.32073 -1.90831
H: -1.34081 4.83094 -1.85163
H: -2.13652 6.36253 -2.19424
O: 1.72060 1.90986 -1.36543
H: 1.65111 2.55425 -0.64914
H: 1.28421 2.29757 -2.14157
N: 0.76628 -1.98476 3.03436
C: 0.05404 -2.61134 2.11240
N: -1.19949 -3.00553 2.43649
S: 0.64913 -2.90642 0.54776
H: 0.31907 -1.60280 3.85372
H: 1.64182 -1.52814 2.77388
H: -1.66030 -2.48743 3.16858
H: -1.77847 -3.21701 1.63697
N: -3.02267 -2.13287 -0.52252
C: -2.14637 -1.37826 -0.45783

Results of the Mulliken charge analysis, in e, for atoms 1 through 2: 1.57, -0.70

***

Record 4
# C8H9NS

An isolated molecule of C8H9NS in a non-equilibrium geometry (ωB97M-V/def2-TZVPD, OMol25).

Charge: 0
Kohn-Sham gap (eV): 9.1246
Energy relative to the best compared isomer or geometry (same formula, charge and spin) (eV): 1.092
2S+1: 1

Atoms and positions in Å:
C: 0.72868 1.89621 1.65071
C: 1.14634 2.38657 0.41763
C: -0.02589 0.75679 1.79055
C: 0.84394 1.63042 -0.69196
C: -0.31991 0.04661 0.62192
C: 0.17937 0.43908 -0.58240
C: -1.03945 -1.22247 0.66000
C: -0.04457 -0.47485 -1.80276
N: -0.48784 -3.26466 -0.95654
S: -1.15454 -1.83451 -1.10883
H: 1.03823 2.40334 2.60901
H: 1.82547 3.15920 0.50210
H: -0.40581 0.32012 2.66219
H: 1.23163 1.78470 -1.64394
H: -0.41943 -2.02728 0.96361
H: -2.14639 -0.97743 1.02497
H: -0.81525 0.03877 -2.35892
H: 0.81912 -1.07305 -2.21951
H: -0.95369 -3.98755 -1.53783

Results of the Mulliken charge analysis, in e, for atoms 1 through 2: -0.13, -0.88

***

no.,highest occupied orbital energy (eV)
1,-9.52
2,-8.58
3,-1.82
4,-8.39